8
Properties=species:S:1:pos:R:3:mulliken_spin:R:1 method="wB97M-V/def2-TZVPD" spin_multiplicity=7 total_energy_ha=-359.73411 charge=+2 s_squared=12.01 lumo_energy_ev="-10.52 / -13.15" e_homo_ha="-0.6193 / -0.7912"
O 0.21 1.17 -0.44 0.122
O 0.50 -0.89 0.31 0.118
C -1.02 0.68 -0.19 0.722
C -0.86 -0.62 0.27 0.166
C 1.17 0.27 0.01 0.577
H -1.47 -1.09 1.05 -0.004
Ru 3.13 0.53 0.03 4.283
H -1.65 -0.04 -1.03 0.017

---

100
Properties=species:S:1:pos:R:3:lowdin_charge:R:1 method="wB97M-V/def2-TZVPD" total_energy_ha=-5831.25986 charge=-1 lumo_energy_ev=2.22 e_homo_ha=-0.1695
Y -1.44 0.64 -0.37 1.217
C 4.79 -2.45 -0.55 -0.137
C 4.24 -1.06 -0.87 -0.582
C 4.92 0.00 0.01 -0.135
P 2.40 -0.98 -0.49 1.116
C 1.62 -2.05 -1.83 -0.545
C 2.20 -1.95 -3.24 -0.105
C 1.55 -3.51 -1.38 -0.127
C 2.07 0.70 -1.18 -0.303
C 2.68 1.15 -2.35 -0.073
C 2.56 2.45 -2.81 -0.268
C 3.16 2.89 -4.12 -0.050
C 1.84 3.35 -2.03 -0.033
C 1.25 2.95 -0.86 -0.086
C 1.30 1.62 -0.42 -0.352
N 0.55 1.20 0.71 -0.080
C 0.68 1.91 1.87 -0.319
C 1.71 2.85 2.11 -0.020
C 1.79 3.57 3.28 -0.048
C 0.89 3.38 4.32 -0.294
C 0.97 4.14 5.62 -0.066
C -0.08 2.40 4.15 -0.076
C -0.20 1.67 2.97 -0.300
P -1.23 0.18 2.93 1.124
C -0.35 -0.79 4.27 -0.490
C 1.14 -0.92 3.96 -0.095
C -0.97 -2.17 4.52 -0.108
C -2.94 0.34 3.69 -0.498
C -3.04 1.15 4.98 -0.117
C -4.00 0.82 2.70 -0.124
H 5.88 -2.44 -0.57 0.070
H 4.45 -3.19 -1.27 0.048
H 4.47 -2.77 0.45 0.074
H 4.44 -0.82 -1.92 0.082
H 4.70 -0.20 1.07 0.071
H 4.56 1.00 -0.22 0.062
H 6.00 -0.03 -0.13 0.072
H 0.61 -1.64 -1.85 0.063
H 3.27 -2.16 -3.25 0.068
H 2.01 -0.97 -3.68 0.067
H 1.71 -2.69 -3.88 0.070
H 2.54 -3.97 -1.38 0.053
H 0.93 -4.09 -2.08 0.068
H 1.12 -3.61 -0.39 0.056
H 3.29 0.47 -2.93 0.088
H 3.80 2.12 -4.55 0.071
H 3.75 3.80 -3.99 0.073
H 2.36 3.11 -4.83 0.084
H 1.74 4.38 -2.35 0.116
H 0.69 3.67 -0.27 0.085
H 2.46 3.00 1.34 0.105
H 2.60 4.28 3.40 0.107
H 1.65 4.99 5.54 0.068
H 1.34 3.50 6.43 0.073
H -0.01 4.52 5.92 0.072
H -0.74 2.20 4.98 0.086
H -0.46 -0.19 5.18 0.093
H 1.31 -1.52 3.07 0.063
H 1.65 -1.40 4.80 0.077
H 1.60 0.06 3.80 0.069
H -1.00 -2.75 3.59 0.066
H -1.98 -2.11 4.93 0.062
H -0.35 -2.72 5.23 0.076
H -3.15 -0.71 3.91 0.087
H -2.85 2.20 4.77 0.074
H -2.35 0.80 5.75 0.064
H -4.05 1.07 5.38 0.080
H -3.96 1.90 2.58 0.065
H -4.99 0.56 3.08 0.083
H -3.89 0.36 1.71 0.034
C -1.73 -3.67 -5.08 -0.036
C -2.25 -3.44 -3.69 -0.239
C -3.07 -4.36 -3.05 -0.023
C -3.50 -4.11 -1.76 -0.107
C -3.06 -2.94 -1.15 -0.698
Br -3.77 -2.54 0.57 0.805
N -2.26 -2.06 -1.72 0.063
C -1.89 -2.31 -2.98 -0.076
H -2.40 -4.30 -5.67 0.077
H -0.76 -4.18 -5.03 0.080
H -1.58 -2.73 -5.60 0.085
H -3.39 -5.26 -3.56 0.116
H -4.16 -4.78 -1.23 0.094
H -1.25 -1.57 -3.44 0.118
O -3.95 1.50 -5.94 0.117
C -3.45 1.10 -4.91 -0.264
C -1.98 1.00 -4.60 -0.307
O -1.07 1.02 -5.42 0.075
C -1.90 0.83 -3.16 -0.348
C -3.19 0.63 -2.61 -0.331
O -3.39 0.42 -1.36 -0.175
C -4.19 0.62 -3.69 -0.290
O -5.34 0.24 -3.64 0.091
O -0.83 0.75 -2.43 -0.175
O -0.31 -1.99 1.39 -0.055
C -0.99 -1.09 1.09 -0.398
Cl -1.93 3.44 -0.95 0.520
C -2.35 2.52 0.59 -0.650
H -3.43 2.66 0.67 -0.025
H -1.88 3.09 1.39 -0.016

---

11
Properties=species:S:1:pos:R:3:lowdin_charge:R:1 method="wB97M-V/def2-TZVPD" total_energy_ha=-5432.07686 charge=0 lumo_energy_ev="-1.57 / -1.87" e_homo_ha="-0.3180 / -0.3206"
C -0.50 1.27 1.30 -0.368
C -1.93 -0.03 -1.98 -0.465
C 0.56 0.49 1.21 0.054
C -2.50 -0.14 -0.68 -1.137
N -1.44 1.99 1.40 -0.062
O -1.88 1.01 -2.60 0.011
Br -2.60 -1.80 0.20 0.700
Br -3.21 1.31 0.15 1.026
H -1.54 -0.98 -2.37 0.109
H 0.71 -0.30 1.94 0.067
H 1.35 0.69 0.51 0.066

---

13
Properties=species:S:1:pos:R:3:lowdin_charge:R:1 method="wB97M-V/def2-TZVPD" total_energy_ha=-249.30492 charge=0 smiles=C1[C@@H]2[C@H]1[C@@H]1N[C@H]21 lumo_energy_ev=1.13 e_homo_ha=-0.3048
C -0.92 0.85 -0.57 -0.161
C 0.02 -0.17 -1.09 -0.131
C 0.41 0.95 0.06 -0.102
C 0.79 -0.23 0.95 -0.390
N -0.27 -0.97 1.55 0.114
C 0.41 -1.21 -0.04 -0.099
H -1.05 1.67 -1.28 0.114
H -1.83 0.56 -0.07 0.097
H 0.09 -0.37 -2.17 0.130
H 0.94 1.91 0.16 0.121
H 1.75 -0.25 1.44 0.134
H -1.19 -0.57 1.39 0.049
H 0.86 -2.16 -0.32 0.121